# 1
A single C9H18N2 molecule in a non-equilibrium geometry, computed with ωB97M-V/def2-TZVPD.

Results
HOMO-LUMO gap (spin up / spin down), eV: 6.0 / 8.2
LUMO level (spin up / spin down), Eh: 0.032 / -0.029
Spin multiplicity: 3
Net charge: 0
E_tot, Ha: -463.01138
Relative energy (zero: lowest compared OMol25 entry of this formula, charge and spin), kcal per mole: 0.0

CARTESIAN COORDINATES (ANGSTROEM)
1 C -0.229 -0.407 0.311
2 C -0.696 0.088 -0.864
3 C 0.957 -2.419 2.174
4 C 2.178 -2.199 1.365
5 C 0.497 2.264 -0.562
6 C -1.464 2.103 -2.059
7 C 0.658 0.996 -2.717
8 C -1.327 -2.762 2.701
9 C -0.256 1.393 -1.506
10 N -0.914 -1.397 0.934
11 N -0.296 -2.184 1.817
12 H 0.747 -0.138 0.655
13 H -1.161 -0.647 -1.511
14 H 1.266 -3.058 2.957
15 H 2.903 -1.594 1.871
16 H 1.834 -1.943 0.383
17 H 2.732 -3.099 1.216
18 H 0.797 3.226 -0.976
19 H 1.377 1.848 -0.124
20 H -0.088 2.465 0.364
21 H -2.197 2.294 -1.316
22 H -1.169 2.894 -2.623
23 H -2.064 1.373 -2.711
24 H 1.516 0.458 -2.268
25 H 0.816 1.780 -3.379
26 H 0.217 0.200 -3.282
27 H -2.313 -2.630 2.212
28 H -1.139 -3.807 2.959
29 H -1.467 -2.302 3.807

Forces on atoms 1 to 2 (eV/Å):
C -0.47 -2.32 2.22
C -0.05 0.93 -1.71

Partial atomic charges computed with the Mulliken method, in multiples of e: -0.693 -0.969 0.126 -1.224 -1.871 -1.854 -1.633 -0.984 2.482 -0.709 0.478 0.532 0.358 0.330 0.250 0.363 0.390 0.379 0.431 0.413 0.435 0.532 0.324 0.331 0.457 0.433 0.317 0.327 0.248

---

# 2
A molecular structure, C42H57ClFFeN6O5SbSi3 in a non-equilibrium geometry, computed with ωB97M-V/def2-TZVPD.

Results
HOMO-LUMO gap (spin up / spin down), eV: 5.6 / 5.6
LUMO level (spin up / spin down), Eh: -0.106 / -0.106
Spin multiplicity: 2
Net charge: +1
E_tot, Ha: -5271.75428
Relative energy (zero: lowest compared OMol25 entry of this formula, charge and spin), kcal per mole: 41.4

CARTESIAN COORDINATES (ANGSTROEM)
1 Fe 0.400 0.550 1.315
2 O -2.173 -2.372 -3.082
3 C -2.441 -1.162 -3.333
4 O -2.960 -0.635 -4.320
5 C -2.057 -0.204 -2.196
6 C -1.266 0.925 -2.403
7 C -0.858 1.690 -1.328
8 N -1.097 1.298 -0.058
9 C -1.945 0.278 0.140
10 C -2.463 -0.469 -0.903
11 C -2.208 -0.027 1.577
12 C -3.276 -0.802 1.992
13 C -3.427 -1.071 3.341
14 C -2.501 -0.562 4.233
15 C -1.469 0.213 3.739
16 N -1.318 0.495 2.444
17 C -0.211 3.042 -1.560
18 C -0.404 3.663 -2.790
19 C -0.022 4.980 -2.975
20 C 0.556 5.653 -1.922
21 C 0.753 4.953 -0.745
22 N 0.380 3.689 -0.562
23 H -0.963 1.175 -3.409
24 H -3.111 -1.316 -0.718
25 H -3.988 -1.173 1.267
26 H -4.259 -1.669 3.691
27 H -2.575 -0.752 5.294
28 H -0.737 0.649 4.406
29 H -0.905 3.130 -3.585
30 H -0.195 5.477 -3.921
31 H 0.865 6.686 -2.006
32 H 1.232 5.422 0.111
33 C 2.108 -5.026 -3.824
34 C 1.089 -3.921 -4.062
35 N 0.719 -3.227 -2.822
36 C 1.243 -2.025 -2.572
37 C 1.088 -1.327 -1.408
38 C 1.716 0.038 -1.377
39 O 2.148 0.472 -2.443
40 O 1.739 0.681 -0.268
41 C 0.335 -1.895 -0.361
42 O 0.215 -1.406 0.787
43 C -0.371 -3.126 -0.694
44 C -1.291 -3.660 0.211
45 C -1.957 -4.802 -0.089
46 F -2.849 -5.299 0.800
47 C -1.758 -5.486 -1.305
48 C -0.836 -4.968 -2.183
49 C -0.148 -3.782 -1.903
50 N -2.469 -6.673 -1.579
51 C -3.922 -6.628 -1.453
52 C -4.561 -6.061 -2.714
53 N -4.161 -6.933 -3.882
54 C -2.660 -6.993 -4.022
55 C -2.066 -7.491 -2.702
56 H 2.349 -5.524 -4.764
57 H 1.734 -5.771 -3.119
58 H 3.027 -4.610 -3.411
59 H 0.183 -4.300 -4.535
60 H 1.501 -3.172 -4.732
61 H 1.822 -1.569 -3.366
62 H -1.470 -3.147 1.148
63 H -0.666 -5.453 -3.130
64 H -4.221 -6.020 -0.607
65 H -4.288 -7.644 -1.270
66 H -4.192 -5.053 -2.914
67 H -5.647 -6.046 -2.647
68 H -4.584 -6.591 -4.744
69 H -4.516 -7.875 -3.714
70 H -2.334 -5.979 -4.243
71 H -2.413 -7.647 -4.855
72 H -0.982 -7.528 -2.783
73 H -2.410 -8.514 -2.515
74 Cl 3.231 -0.129 2.606
75 C 1.439 -0.121 2.876
76 H 1.299 0.391 3.823
77 H 1.165 -1.170 2.988
78 C 3.083 5.284 4.020
79 Si 2.844 3.437 3.809
80 C 1.751 2.865 5.246
81 C 4.519 2.619 3.989
82 Sb 1.355 2.784 1.554
83 Si -0.658 4.251 2.473
84 C -1.450 3.574 4.022
85 C -0.130 6.009 2.854
86 C -1.975 4.348 1.147
87 Si 3.642 2.979 0.119
88 C 4.767 1.523 0.260
89 C 3.349 3.397 -1.660
90 C 4.445 4.476 0.892
91 H 3.260 5.486 5.083
92 H 2.218 5.864 3.709
93 H 3.950 5.644 3.462
94 H 2.375 2.503 6.072
95 H 1.084 2.052 4.963
96 H 1.141 3.692 5.624
97 H 5.151 3.243 4.633
98 H 5.036 2.484 3.040
99 H 4.418 1.634 4.446
100 H -0.754 3.036 4.664
101 H -2.274 2.901 3.771
102 H -1.852 4.414 4.597
103 H 0.199 6.104 3.890
104 H -0.990 6.674 2.717
105 H 0.672 6.370 2.207
106 H -2.089 3.393 0.633
107 H -1.730 5.107 0.401
108 H -2.939 4.609 1.596
109 H 4.249 0.608 -0.024
110 H 5.165 1.394 1.265
111 H 5.600 1.684 -0.434
112 H 2.829 2.584 -2.169
113 H 4.328 3.530 -2.134
114 H 2.789 4.319 -1.787
115 H 4.732 4.328 1.931
116 H 3.796 5.355 0.836
117 H 5.359 4.697 0.324

Forces on atoms 1 to 2 (eV/Å):
Fe 0.62 -0.52 -0.75
O -0.22 0.25 -0.12

Mulliken population analysis, charges in e, atoms 1 to 99: 0.054 -0.388 -0.319 -0.751 0.217 -0.982 0.270 1.123 0.676 -0.737 0.189 -0.711 -0.814 -1.209 0.046 1.316 0.201 -0.763 -1.126 -0.830 -0.687 1.240 0.454 0.253 0.623 0.459 0.544 -0.090 0.512 0.449 0.508 -0.009 -1.098 -0.990 0.555 -0.114 -0.100 -0.340 -0.815 0.225 -0.095 -0.946 1.099 -0.869 0.495 -0.447 -0.381 0.005 -0.783 0.018 -0.844 -0.707 -0.092 -0.588 -1.083 0.412 0.270 0.356 0.427 0.490 0.698 0.659 0.341 0.412 0.378 0.449 0.408 0.352 0.371 0.465 0.396 0.472 0.434 -0.188 -0.325 0.267 0.560 -1.232 1.262 -1.086 -1.243 -0.476 1.356 -1.273 -1.603 -1.018 1.135 -1.010 -0.789 -1.070 0.428 0.193 0.362 0.482 -0.166 0.421 0.450 0.214 0.354

---

# 3
A molecular structure, C45H63CoN5O2P2SSi, computed with ωB97M-V/def2-TZVPD.

Results
HOMO-LUMO gap, eV: 6.7
LUMO level, Eh: -0.113
Spin multiplicity: 1
Net charge: +1
E_tot, Ha: -4929.73468

CARTESIAN COORDINATES (ANGSTROEM)
1 Co -0.809 0.214 -0.078
2 C 2.068 1.421 -2.002
3 Si 1.368 0.378 -0.603
4 C 1.774 -1.407 -1.112
5 C 2.752 -1.743 -2.047
6 C 2.975 -3.066 -2.396
7 C 2.217 -4.074 -1.811
8 C 1.244 -3.763 -0.875
9 C 1.015 -2.434 -0.522
10 P -0.099 -1.814 0.781
11 C 0.881 -2.346 2.287
12 C 0.584 -1.627 3.602
13 C 1.667 -1.916 4.639
14 C 1.831 -3.414 4.869
15 C 2.156 -4.110 3.553
16 C 1.073 -3.848 2.505
17 C -1.870 -2.495 0.576
18 C -2.497 -2.780 1.954
19 C -2.513 -4.253 2.372
20 C -3.724 -5.032 1.861
21 C -3.680 -5.379 0.375
22 C -3.408 -4.214 -0.575
23 C 2.119 0.814 1.097
24 C 3.419 0.500 1.490
25 C 3.864 0.783 2.776
26 C 3.012 1.391 3.689
27 C 1.719 1.728 3.316
28 C 1.273 1.437 2.030
29 P -0.332 1.868 1.293
30 C -0.170 3.652 0.862
31 C 0.280 4.480 2.099
32 C 1.728 4.942 1.974
33 C 1.882 5.895 0.783
34 C 1.040 5.425 -0.420
35 C 0.750 3.930 -0.332
36 C -1.845 1.815 2.387
37 C -2.424 3.123 2.984
38 C -2.310 3.145 4.504
39 C -3.160 2.025 5.113
40 C -3.035 0.715 4.307
41 C -1.776 0.711 3.446
42 H 3.151 1.541 -1.871
43 H 1.619 2.408 -2.086
44 H 1.898 0.901 -2.949
45 H 3.335 -0.962 -2.525
46 H 3.729 -3.316 -3.132
47 H 2.389 -5.110 -2.083
48 H 0.679 -4.572 -0.427
49 H 1.846 -1.952 1.935
50 H -0.387 -1.934 4.004
51 H 0.539 -0.558 3.417
52 H 1.427 -1.398 5.571
53 H 2.614 -1.496 4.282
54 H 0.897 -3.823 5.273
55 H 2.606 -3.611 5.612
56 H 2.274 -5.185 3.697
57 H 3.115 -3.739 3.172
58 H 0.138 -4.293 2.850
59 H 1.353 -4.344 1.574
60 H -1.666 -3.237 -1.413
61 H -3.525 -2.423 1.932
62 H -1.989 -2.182 2.707
63 H -2.509 -4.298 3.463
64 H -1.601 -4.764 2.051
65 H -4.632 -4.469 2.094
66 H -3.799 -5.970 2.415
67 H -4.623 -5.857 0.090
68 H -2.903 -6.128 0.192
69 H -5.324 -3.466 -0.441
70 H -3.526 -4.586 -1.599
71 H 4.094 0.015 0.789
72 H 4.874 0.523 3.070
73 H 3.356 1.602 4.695
74 H 1.060 2.201 4.037
75 H -1.182 3.948 0.575
76 H 0.136 3.930 3.032
77 H -0.362 5.363 2.177
78 H 2.383 4.073 1.857
79 H 2.038 5.432 2.899
80 H 2.935 5.968 0.505
81 H 1.572 6.900 1.081
82 H 1.553 5.645 -1.358
83 H 0.088 5.967 -0.461
84 H 1.697 3.390 -0.219
85 H 0.279 3.566 -1.239
86 H -2.570 1.481 1.641
87 H -3.483 3.172 2.709
88 H -1.975 4.013 2.552
89 H -2.633 4.113 4.892
90 H -1.259 3.039 4.797
91 H -4.204 2.346 5.126
92 H -2.878 1.865 6.155
93 H -3.908 0.577 3.660
94 H -3.018 -0.145 4.982
95 H -1.657 -0.250 2.952
96 H -0.903 0.842 4.092
97 O -6.451 5.017 0.873
98 C -5.721 5.287 -0.234
99 O -5.899 6.303 -0.839
100 C -4.696 4.268 -0.629
101 C -4.746 2.934 -0.232
102 C -3.765 2.040 -0.632
103 C -2.691 2.468 -1.410
104 S -1.332 1.420 -1.833
105 C -2.675 3.796 -1.852
106 C -3.668 4.681 -1.473
107 H -6.121 4.227 1.311
108 H -5.577 2.556 0.356
109 H -3.844 0.993 -0.363
110 H -1.864 4.132 -2.488
111 H -3.659 5.709 -1.816
112 N -5.230 -1.598 -1.932
113 N -4.199 -2.007 -1.103
114 N -4.376 -3.151 -0.282
115 C -1.996 -3.626 -0.448
116 N -2.357 -1.216 -0.048
117 N -3.346 -1.072 -0.820
118 H -5.307 -2.218 -2.725
119 H -6.105 -1.546 -1.425
120 H -1.315 -4.440 -0.210

Forces on atoms 1 to 2 (eV/Å):
Co 0.25 0.01 0.20
C -0.04 -0.03 -0.03

Mulliken population analysis, charges in e, atoms 1 to 99: -0.308 -1.573 0.091 0.425 -0.632 -0.848 -1.067 -0.464 0.106 -0.199 0.912 0.396 -0.986 -0.903 -1.010 -0.151 1.428 0.189 -1.064 -1.100 -1.233 -0.023 0.771 -0.367 -1.029 -1.006 0.348 0.201 0.375 0.916 -0.873 -0.841 -0.888 -1.313 -0.796 0.845 -0.229 -1.075 -0.942 -1.284 0.526 0.464 0.454 0.482 0.481 0.436 0.475 0.170 0.695 0.508 -0.723 0.420 0.280 0.353 0.480 0.459 0.382 0.138 -0.092 0.653 0.814 -0.481 0.503 0.178 0.424 0.470 0.559 0.396 0.421 0.362 0.483 0.431 0.462 0.147 0.872 0.114 0.578 -0.014 0.541 0.348 0.382 0.461 0.334 0.225 0.470 -0.485 0.434 0.283 0.543 0.146 0.390 0.382 0.385 0.464 -0.741 0.318 -0.527 0.431 -0.543

---

# 4
A single C4H13N3 molecule, computed with ωB97M-V/def2-TZVPD.

Results
HOMO-LUMO gap, eV: 10.1
LUMO level, Eh: 0.040
Spin multiplicity: 1
Net charge: 0
SMILES: C[C@@H](CN)NCN
E_tot, Ha: -324.44966
Relative energy (zero: lowest compared OMol25 entry of this formula, charge and spin), kcal per mole: 15.9

CARTESIAN COORDINATES (ANGSTROEM)
1 C -0.491 -0.731 1.712
2 C 0.045 -0.074 0.444
3 C 1.555 -0.207 0.308
4 N 2.307 0.357 1.444
5 N -0.559 -0.731 -0.753
6 C -0.813 0.218 -1.819
7 N -1.839 1.179 -1.473
8 H -0.316 -0.166 2.616
9 H 0.008 -1.698 1.828
10 H -1.557 -0.942 1.616
11 H -0.178 0.995 0.396
12 H 1.841 -1.244 0.121
13 H 1.839 0.331 -0.602
14 H 2.945 -0.352 1.786
15 H 1.673 0.529 2.213
16 H -1.479 -1.049 -0.445
17 H 0.117 0.767 -1.995
18 H -1.037 -0.307 -2.754
19 H -2.729 0.724 -1.315
20 H -1.949 1.892 -2.180

Forces on atoms 1 to 2 (eV/Å):
C 0.21 -0.53 -0.49
C 0.14 -0.27 -0.53

Partial atomic charges computed with the Mulliken method, in multiples of e: -1.437 0.408 -0.598 -0.618 -0.469 -0.583 -0.512 0.387 0.307 0.418 0.304 0.340 0.197 0.264 0.249 0.216 0.381 0.351 0.189 0.204